No. 1
Here is a structure of composition C37H109Br3N18O6P6 from OMol25. Energies are from ωB97M-V/def2-TZVPD.

Geometry as XYZ:
```
179
Properties=species:S:1:pos:R:3:mulliken_charge:R:1
C 2.34 4.64 -0.70 1.07
Br 3.73 3.47 -1.41 -0.11
Br 2.23 6.26 -1.78 -0.07
Br 2.69 5.06 1.18 -0.08
H 1.43 4.03 -0.76 -0.82
O -3.81 3.71 1.65 -0.91
P -3.48 5.04 2.17 -0.22
N -4.86 5.86 2.29 0.64
C -6.13 5.64 1.56 -0.76
C -4.80 7.12 3.02 -1.24
N -2.37 5.72 1.15 1.03
C -1.06 5.08 0.98 -0.62
C -2.69 6.76 0.23 -0.88
N -2.69 5.11 3.63 0.93
C -1.57 5.91 4.11 -1.20
C -3.24 4.33 4.73 -1.17
H -6.86 5.34 2.29 0.36
H -5.97 4.77 0.92 0.02
H -6.40 6.53 0.97 0.28
H -5.01 7.96 2.33 0.42
H -3.80 7.32 3.43 0.24
H -5.46 7.11 3.86 0.33
H -1.08 4.14 0.44 -0.15
H -0.33 5.77 0.48 0.23
H -0.62 5.02 2.00 0.29
H -3.48 7.41 0.65 0.16
H -1.80 7.33 0.06 0.42
H -3.03 6.35 -0.70 0.15
H -1.79 6.67 4.92 0.27
H -0.75 5.22 4.43 0.32
H -1.08 6.56 3.35 0.34
H -2.42 3.68 5.11 0.23
H -4.05 3.72 4.42 0.36
H -3.65 4.98 5.52 0.27
O 3.39 -7.04 -2.47 -1.00
P 2.03 -6.77 -1.88 0.41
N 1.39 -5.33 -2.40 0.60
C 2.32 -4.20 -2.26 -0.85
C 0.52 -5.23 -3.54 -1.12
N 2.05 -6.65 -0.27 0.60
C 1.48 -5.57 0.48 -1.13
C 3.07 -7.37 0.45 -0.80
N 0.99 -7.99 -2.24 0.34
C -0.17 -8.21 -1.42 -0.98
C 1.32 -9.01 -3.22 -0.92
H 3.12 -4.31 -2.96 0.37
H 2.88 -4.02 -1.33 -0.06
H 1.72 -3.33 -2.52 0.29
H 0.30 -6.21 -4.00 0.33
H 1.05 -4.78 -4.34 0.41
H -0.39 -4.69 -3.28 0.22
H 2.16 -4.80 0.76 0.11
H 0.57 -5.24 -0.08 0.36
H 1.14 -6.01 1.43 0.52
H 2.76 -7.70 1.49 0.32
H 3.33 -8.34 -0.03 0.27
H 3.93 -6.69 0.58 0.13
H -1.07 -8.26 -2.02 0.35
H -0.08 -9.27 -0.99 0.29
H -0.26 -7.51 -0.59 0.26
H 0.69 -8.95 -4.14 0.27
H 0.96 -9.93 -2.78 0.26
H 2.40 -8.95 -3.54 0.28
O 4.08 -2.51 -0.32 -0.02
P 5.56 -2.53 -0.19 -0.88
N 5.98 -2.60 1.42 0.78
C 5.21 -2.06 2.45 -0.73
C 7.30 -3.03 1.82 -1.13
N 6.31 -1.11 -0.78 0.52
C 6.03 -0.62 -2.22 -0.86
C 7.52 -0.59 -0.22 -0.87
N 6.33 -3.73 -0.97 0.81
C 7.63 -3.85 -1.53 -1.02
C 5.82 -5.07 -0.67 -1.02
H 4.24 -1.75 2.03 -0.18
H 5.68 -1.23 3.03 0.24
H 4.91 -2.87 3.14 0.36
H 7.84 -3.30 0.91 0.25
H 7.29 -4.07 2.33 0.23
H 7.81 -2.27 2.44 0.39
H 5.87 0.44 -2.18 0.26
H 6.92 -0.82 -2.89 0.30
H 5.18 -1.16 -2.63 0.13
H 8.48 -1.03 -0.62 0.25
H 7.65 0.48 -0.36 0.35
H 7.57 -0.81 0.86 0.20
H 8.45 -4.20 -0.87 0.34
H 7.60 -4.59 -2.34 0.38
H 8.00 -2.91 -1.97 0.18
H 5.78 -5.75 -1.56 0.49
H 4.80 -4.97 -0.20 -0.19
H 6.47 -5.60 0.05 0.39
O 0.64 2.04 -1.14 -0.67
P 0.43 0.54 -1.26 -1.02
N 1.39 -0.31 -0.17 1.64
C 2.17 0.46 0.77 0.13
C 1.09 -1.68 0.06 -0.17
N 0.89 -0.16 -2.68 1.05
C 2.34 -0.44 -2.81 -1.32
C 0.22 0.16 -3.93 -0.50
N -1.14 0.16 -1.23 1.66
C -2.16 1.17 -0.82 0.03
C -1.67 -1.08 -1.72 -1.30
H 2.22 1.50 0.51 -0.37
H 3.22 0.20 0.79 -0.04
H 1.76 0.36 1.80 -0.10
H 1.90 -2.10 0.72 -0.04
H 1.13 -2.22 -0.88 -0.53
H 0.10 -1.76 0.52 0.02
H 2.69 -1.15 -2.04 0.11
H 2.65 -0.68 -3.79 0.73
H 2.84 0.56 -2.61 0.22
H -0.09 -0.72 -4.53 0.23
H -0.65 0.75 -3.68 -0.10
H 0.84 0.84 -4.56 0.37
H -3.02 0.74 -0.34 0.39
H -1.71 1.90 -0.10 -0.54
H -2.54 1.74 -1.67 -0.60
H -2.12 -1.65 -0.85 0.19
H -0.89 -1.65 -2.15 0.42
H -2.41 -0.93 -2.48 0.16
O -5.12 4.23 -5.41 -0.89
P -4.51 3.77 -4.13 0.24
N -5.42 4.28 -2.90 0.29
C -5.20 3.97 -1.48 -0.77
C -6.04 5.55 -3.20 -1.26
N -2.94 4.26 -3.97 0.44
C -2.09 4.46 -5.12 -1.09
C -2.20 4.29 -2.68 -0.22
N -4.45 2.17 -3.72 0.53
C -3.37 1.46 -4.39 -1.60
C -5.73 1.41 -3.93 -1.22
H -4.53 4.60 -0.96 0.26
H -4.82 2.95 -1.39 0.12
H -6.16 3.90 -1.01 0.61
H -6.57 5.85 -2.27 0.40
H -6.72 5.40 -4.03 0.32
H -5.33 6.29 -3.48 0.38
H -2.62 3.99 -5.92 0.40
H -1.87 5.51 -5.35 0.28
H -1.20 3.87 -5.01 0.35
H -2.69 3.82 -1.84 -0.42
H -1.25 3.72 -2.86 0.15
H -1.97 5.31 -2.39 0.32
H -2.43 1.56 -3.84 0.30
H -3.74 0.43 -4.55 0.51
H -3.16 1.76 -5.42 0.36
H -5.99 1.28 -5.01 0.33
H -6.54 1.99 -3.53 0.38
H -5.62 0.46 -3.43 0.44
O -1.22 -2.24 2.76 -1.13
P -1.27 -1.27 3.87 0.72
N -1.84 0.28 3.48 0.75
C -1.04 0.95 2.52 -0.61
C -3.30 0.45 3.07 -0.73
N 0.26 -0.90 4.43 0.60
C 1.20 -1.96 4.51 -1.10
C 0.54 0.29 5.25 -0.87
N -2.32 -1.70 5.04 0.23
C -2.65 -0.91 6.24 -1.03
C -3.03 -2.97 4.94 -1.00
H -0.07 1.25 2.95 0.25
H -1.54 1.90 2.25 -0.24
H -0.90 0.34 1.59 -0.10
H -3.62 1.44 3.25 0.03
H -3.88 -0.30 3.57 0.46
H -3.40 0.25 2.00 0.18
H 2.22 -1.61 4.35 0.34
H 1.08 -2.43 5.51 0.28
H 0.95 -2.78 3.81 0.25
H 0.00 1.16 4.89 0.21
H 0.39 0.16 6.32 0.24
H 1.63 0.49 5.03 0.36
H -2.21 0.07 6.17 0.27
H -3.75 -0.70 6.27 0.34
H -2.44 -1.55 7.14 0.30
H -2.77 -3.49 3.99 0.19
H -4.11 -2.87 5.04 0.31
H -2.75 -3.55 5.81 0.33
```

Summary:
* relative energy (zero: lowest compared OMol25 entry of this formula, charge and spin): 0.0000 eV
* net charge: 0
* E_HOMO: -8.13 eV
* calculated total energy: -345111.3125 eV
* orbital gap: 8.3 eV
* LUMO level: 0.16 eV


No. 2
Here is a cluster of 7 separate species, C37H111N19O8P6 in total from OMol25. Energies are from ωB97M-V/def2-TZVPD.

Geometry as XYZ:
```
181
Properties=species:S:1:pos:R:3:mulliken_charge:R:1
C 2.73 -5.56 -5.36 -1.08
N 3.36 -4.26 -5.41 0.54
C 4.83 -4.21 -5.40 -0.92
P 2.57 -2.88 -5.88 0.13
O 3.44 -1.71 -5.74 -0.95
N 2.03 -3.07 -7.44 0.27
C 0.89 -3.91 -7.77 -0.83
C 2.59 -2.21 -8.46 -1.01
N 1.19 -2.88 -4.97 0.50
C 1.25 -3.24 -3.55 -1.21
C 0.16 -1.87 -5.26 -1.18
H 1.70 -5.47 -5.01 0.37
H 3.27 -6.24 -4.70 0.38
H 2.73 -6.04 -6.35 0.29
H 5.10 -3.35 -4.79 0.20
H 5.23 -4.08 -6.41 0.24
H 5.22 -5.09 -4.88 0.34
H -0.08 -3.39 -7.70 0.30
H 0.97 -4.21 -8.82 0.40
H 0.84 -4.76 -7.10 0.21
H 2.35 -1.16 -8.28 0.28
H 3.68 -2.30 -8.49 0.25
H 2.17 -2.41 -9.45 0.37
H 2.17 -3.78 -3.34 0.30
H 1.24 -2.34 -2.94 0.52
H 0.40 -3.89 -3.32 0.25
H -0.19 -2.00 -6.28 0.07
H 0.59 -0.87 -5.13 0.44
H -0.66 -2.02 -4.56 0.51
C -6.41 -0.55 1.51 -1.25
N -6.55 0.52 2.49 0.46
C -7.35 0.21 3.66 -1.22
P -5.89 2.03 2.31 0.31
O -6.45 2.98 3.28 -0.96
N -4.24 1.88 2.35 0.70
C -3.50 1.08 1.37 -0.43
C -3.63 1.94 3.67 -0.75
N -6.15 2.40 0.69 0.63
C -5.47 3.58 0.20 -0.97
C -7.50 2.26 0.19 -1.11
H -6.16 -0.15 0.54 0.38
H -7.38 -1.06 1.41 0.48
H -5.76 -1.35 1.90 0.26
H -6.81 0.43 4.58 0.28
H -7.53 -0.87 3.71 0.48
H -8.31 0.73 3.66 0.25
H -3.76 1.41 0.36 0.20
H -2.45 1.38 1.44 0.21
H -3.66 0.01 1.52 0.08
H -3.84 1.03 4.25 0.47
H -2.55 1.86 3.50 -0.57
H -3.76 2.89 4.18 0.38
H -5.20 3.53 -0.85 -0.12
H -6.10 4.47 0.35 0.44
H -4.58 3.80 0.78 0.31
H -7.51 2.17 -0.90 0.24
H -8.13 3.11 0.50 0.34
H -7.98 1.37 0.59 0.34
C 2.38 0.47 3.66 -0.70
N 2.65 1.71 2.93 0.62
C 3.81 2.47 3.36 -1.03
P 1.43 2.42 2.09 -1.53
O 0.50 1.50 1.41 -0.02
N 0.53 3.40 3.10 1.19
C 0.97 3.82 4.40 -0.71
C -0.62 4.13 2.56 -1.37
N 2.14 3.48 1.08 0.66
C 2.52 4.84 1.40 -0.91
C 2.77 2.92 -0.12 -1.02
H 1.94 -0.20 2.92 0.04
H 1.70 0.52 4.51 0.05
H 3.29 0.01 4.04 0.53
H 4.28 3.04 2.56 0.28
H 4.61 1.75 3.59 0.40
H 3.64 3.07 4.26 0.29
H 1.49 4.80 4.38 0.24
H 0.13 3.95 5.08 0.19
H 1.66 3.11 4.85 0.00
H -0.88 3.66 1.61 0.31
H -1.42 4.06 3.29 0.29
H -0.34 5.17 2.38 0.34
H 2.71 5.39 0.48 0.45
H 1.78 5.32 2.03 0.14
H 3.47 4.88 1.95 0.29
H 3.80 3.29 -0.24 0.45
H 2.19 3.05 -1.03 0.23
H 2.91 1.84 0.05 0.22
C -1.83 0.58 -5.80 -0.62
N -2.97 1.47 -5.72 0.50
C -3.61 1.75 -7.00 -1.19
P -2.85 2.75 -4.66 0.05
O -2.21 3.97 -5.18 -0.92
N -4.43 3.01 -4.24 0.47
C -4.82 4.34 -3.76 -0.99
C -5.44 1.97 -4.11 -1.08
N -2.02 2.18 -3.33 0.34
C -0.60 2.51 -3.14 -1.11
C -2.44 0.93 -2.70 0.17
H -1.11 0.84 -6.60 0.39
H -2.19 -0.41 -6.11 0.49
H -1.31 0.54 -4.85 -0.31
H -4.65 2.05 -6.86 0.29
H -3.66 0.83 -7.59 0.42
H -3.04 2.50 -7.55 0.36
H -5.37 4.25 -2.82 0.34
H -3.92 4.92 -3.57 0.33
H -5.42 4.86 -4.51 0.29
H -5.77 1.89 -3.07 0.08
H -6.29 2.22 -4.76 0.36
H -5.05 1.02 -4.44 0.47
H -0.02 1.58 -3.09 0.31
H -0.26 3.12 -3.98 0.43
H -0.47 3.06 -2.21 0.29
H -3.46 0.73 -3.03 0.25
H -2.35 0.99 -1.62 -0.39
H -1.86 0.08 -3.09 0.09
C -3.65 -0.45 7.79 -0.90
N -2.34 -1.08 7.92 0.26
C -1.99 -1.54 9.26 -1.06
P -1.08 -0.62 6.96 0.08
O 0.15 -1.36 7.26 -0.97
N -1.74 -0.69 5.46 1.08
C -0.97 -0.15 4.35 -1.17
C -2.59 -1.80 5.06 -1.11
N -0.79 1.02 7.13 0.64
C -1.72 2.05 6.78 -0.59
C 0.36 1.47 7.90 -1.11
H -4.45 -1.20 7.78 0.28
H -3.70 0.10 6.86 0.27
H -3.83 0.21 8.65 0.40
H -2.89 -1.68 9.87 0.44
H -1.30 -0.86 9.76 0.29
H -1.51 -2.52 9.19 0.31
H -0.14 -0.78 4.04 0.73
H -1.63 -0.03 3.49 0.03
H -0.62 0.86 4.57 -0.15
H -2.01 -2.50 4.46 0.35
H -2.91 -2.36 5.94 0.46
H -3.46 -1.45 4.50 0.08
H -1.23 2.94 6.39 0.26
H -2.41 1.74 6.00 -0.13
H -2.39 2.33 7.61 0.36
H 0.06 2.15 8.71 0.40
H 1.06 1.96 7.22 0.15
H 0.86 0.64 8.40 0.36
C 4.83 -4.64 0.27 -0.96
N 6.13 -4.24 -0.22 0.26
C 6.61 -5.05 -1.29 -0.87
P 6.45 -2.61 0.00 -0.02
O 6.34 -2.22 1.41 -0.86
N 7.95 -2.41 -0.67 0.33
C 9.06 -3.03 0.04 -1.15
C 8.28 -1.17 -1.36 -0.94
N 5.43 -1.84 -1.05 0.92
C 5.26 -2.28 -2.42 -1.51
C 4.80 -0.59 -0.64 -1.32
H 4.53 -4.06 1.14 0.31
H 4.90 -5.67 0.63 0.39
H 4.03 -4.55 -0.47 0.18
H 6.06 -4.98 -2.24 0.10
H 6.62 -6.11 -1.00 0.44
H 7.65 -4.80 -1.52 0.30
H 9.94 -3.06 -0.62 0.37
H 9.27 -2.47 0.96 0.31
H 8.79 -4.03 0.37 0.38
H 9.27 -1.26 -1.81 0.36
H 7.55 -0.92 -2.13 0.22
H 8.36 -0.35 -0.63 0.30
H 6.19 -2.77 -2.73 0.59
H 4.51 -3.08 -2.50 0.21
H 4.91 -1.50 -3.10 0.60
H 4.06 -0.72 0.15 0.36
H 4.20 -0.16 -1.44 0.45
H 5.55 0.15 -0.33 0.27
C -0.94 -1.04 -0.25 -0.35
N 0.37 -1.36 0.38 0.88
O 1.35 -1.36 -0.34 -0.36
O 0.37 -1.60 1.57 -0.55
H -0.93 -1.50 -1.24 0.27
H -0.96 0.05 -0.30 0.04
H -1.71 -1.38 0.42 0.17
```

Summary:
* relative energy (zero: lowest compared OMol25 entry of this formula, charge and spin): 0.0000 eV
* SMILES: CN(C)P(=O)(N(C)C)N(C)C.CN(C)P(=O)(N(C)C)N(C)C.CN(C)P(=O)(N(C)C)N(C)C.CN(C)P(=O)(N(C)C)N(C)C.CN(C)P(=O)(N(C)C)N(C)C.CN(C)P(=O)(N(C)C)N(C)C.C[N+](=O)[O-]
* net charge: 0
* E_HOMO: -8.31 eV
* calculated total energy: -140600.8692 eV
* orbital gap: 8.6 eV
* LUMO level: 0.26 eV


No. 3
Here is a structure of composition C37H16F15GeN6SV from OMol25. Energies are from ωB97M-V/def2-TZVPD.

Geometry as XYZ:
```
77
Properties=species:S:1:pos:R:3:mulliken_charge:R:1
V 1.08 -0.64 -0.17 0.04
N 2.43 -4.08 -2.51 0.14
C 1.94 -2.89 -2.30 -0.54
N 2.03 -2.26 -1.14 -0.10
C 2.73 -2.89 -0.09 0.95
N 3.02 -2.19 0.98 -0.96
N 2.66 -0.90 0.84 0.89
C 3.42 0.09 1.18 -0.82
C 3.21 1.29 0.40 0.92
C 3.91 2.47 0.59 -0.98
C 3.78 3.48 -0.36 -0.39
C 2.95 3.27 -1.45 -0.95
C 2.26 2.06 -1.56 -0.02
N 2.38 1.10 -0.66 0.19
C 3.22 -4.23 -0.25 0.56
C 3.88 -4.93 0.76 -0.46
C 4.38 -6.19 0.51 -0.83
C 4.21 -6.77 -0.75 -0.48
C 3.56 -6.10 -1.76 -0.96
C 3.07 -4.83 -1.52 0.16
H 2.36 -4.49 -3.44 0.32
H 1.43 -2.40 -3.12 0.60
H 4.27 -0.04 1.83 0.59
H 4.55 2.60 1.45 0.52
H 4.32 4.41 -0.25 0.52
H 2.85 4.02 -2.23 0.51
H 1.60 1.87 -2.40 0.57
H 4.00 -4.45 1.73 0.54
H 4.90 -6.73 1.29 0.47
H 4.61 -7.76 -0.93 0.45
H 3.44 -6.56 -2.74 0.44
F -2.93 4.54 -1.25 -0.29
C -1.78 4.88 -0.66 0.51
C -1.11 3.91 0.08 0.07
C 0.09 4.28 0.65 0.24
F 0.79 3.40 1.40 -0.42
C 0.62 5.55 0.50 0.30
F 1.80 5.84 1.03 -0.32
C -0.08 6.50 -0.23 0.66
F 0.40 7.71 -0.36 -0.25
C -1.30 6.17 -0.82 -0.03
F -1.96 7.06 -1.52 -0.25
Ge -1.92 2.13 0.30 0.25
S -0.10 0.82 0.75 0.12
C -3.10 1.80 1.81 0.18
C -3.78 2.85 2.41 0.20
F -3.60 4.07 1.92 -0.25
C -4.61 2.63 3.50 0.05
F -5.26 3.62 4.06 -0.24
C -4.75 1.34 3.99 0.56
F -5.52 1.11 5.03 -0.25
C -4.07 0.27 3.40 -0.07
F -4.20 -0.96 3.87 -0.26
C -3.27 0.52 2.31 0.58
F -2.63 -0.50 1.69 -0.08
C -2.54 1.33 -1.40 0.15
C -1.87 0.51 -2.29 -0.29
F -0.66 -0.06 -1.97 -0.16
C -2.39 0.18 -3.53 0.18
F -1.70 -0.63 -4.33 -0.29
C -3.63 0.68 -3.90 0.59
F -4.12 0.38 -5.08 -0.24
C -4.36 1.46 -3.02 0.01
F -5.55 1.91 -3.35 -0.24
C -3.81 1.75 -1.78 0.30
F -4.52 2.44 -0.88 -0.35
C -1.76 -3.89 1.97 -0.30
C -0.84 -3.16 2.71 -1.15
C 0.03 -2.31 2.04 -0.09
N 0.01 -2.17 0.71 0.87
C -0.87 -2.89 0.00 -0.20
C -1.77 -3.76 0.59 -1.08
H -2.46 -4.55 2.46 0.48
H -0.78 -3.24 3.78 0.53
H 0.75 -1.73 2.59 0.43
H -0.85 -2.77 -1.08 0.45
H -2.46 -4.32 -0.02 0.51
```

Summary:
* multiplicity: 2
* net charge: +3
* E_HOMO (alpha / beta): -16.38 / -16.38 eV
* calculated total energy: -181342.7438 eV
* orbital gap (alpha / beta): 5.1 / 6.1 eV
* LUMO level (alpha / beta): -11.24 / -10.27 eV


Sequential maximum force output: 0.0583; 0.0292; 0.0321 Eh/bohr